1.
Here is a molecular structure, C16H20F2N13O6V from the OMol25 dataset. Energies are from ωB97M-V with the def2-TZVPD basis set.

Each line ends with the Löwdin charge.
Positions of all 58 atoms, in Å:
V: 1.293 0.635 1.071  0.985
O: 4.566 -0.831 2.914  0.029
C: 3.654 -0.180 2.426  -0.563
O: 2.589 -0.664 1.890  -0.135
C: 3.693 1.376 2.384  -0.554
O: 4.628 2.011 2.842  0.038
O: 2.649 1.885 1.817  -0.133
N: -0.485 3.140 2.753  0.140
C: -0.402 1.938 3.432  -0.482
N: -0.957 1.757 4.621  0.000
N: -0.646 0.477 4.924  -0.122
N: 0.040 -0.058 3.975  -0.056
N: 0.225 0.855 2.995  -0.032
C: -0.402 3.271 1.389  -0.462
N: -0.901 4.330 0.760  0.005
N: -0.594 4.115 -0.533  -0.119
N: 0.044 3.005 -0.666  -0.094
N: 0.183 2.419 0.545  -0.010
H: -1.086 3.817 3.191  0.121
C: 1.066 -4.445 1.846  -0.044
N: 0.205 -3.290 1.749  -0.059
C: -0.911 -3.153 2.522  -0.088
C: -1.721 -2.098 2.383  -0.026
C: -1.334 -1.028 1.461  -0.540
O: -2.109 -0.090 1.241  -0.029
N: -0.103 -1.110 0.856  0.079
C: 0.539 -2.316 0.796  -0.537
O: 1.370 -2.611 -0.051  0.035
H: 0.865 -4.947 2.793  0.078
H: 2.105 -4.123 1.819  0.096
H: 0.905 -5.149 1.023  0.079
H: -1.082 -3.943 3.243  0.113
H: -2.587 -1.946 3.006  0.098
C: -2.785 0.499 -2.812  -0.066
C: -1.854 0.956 -1.666  -0.143
N: -0.524 0.428 -1.907  -0.130
C: -0.565 -0.992 -2.164  -0.145
C: -1.190 -1.224 -3.563  -0.062
N: -1.886 0.061 -3.941  -0.106
C: -0.868 1.142 -4.209  -0.068
C: 0.103 1.135 -3.009  -0.159
H: -3.426 1.288 -3.207  0.121
H: -3.394 -0.372 -2.560  0.124
H: -2.216 0.596 -0.701  0.097
H: -1.791 2.041 -1.625  0.103
H: -1.163 -1.468 -1.388  0.121
H: 0.443 -1.401 -2.103  0.106
H: -1.950 -2.008 -3.590  0.120
H: -0.449 -1.410 -4.342  0.124
H: -2.442 -0.094 -4.775  0.166
H: -1.437 2.067 -4.309  0.124
H: -0.396 0.899 -5.164  0.120
H: 0.343 2.149 -2.691  0.098
H: 1.032 0.628 -3.255  0.113
F: 2.297 -0.444 -1.773  -0.141
C: 2.549 0.515 -0.743  -0.301
F: 2.699 1.705 -1.477  -0.109
H: 3.573 0.251 -0.442  0.080

lowest unoccupied orbital energy (spin up / spin down): 2.91 / 2.91 eV
maximum force: 0.480 eV Å⁻¹
orbital gap (spin up / spin down): 4.78 / 4.89 eV
HOMO (spin up / spin down): -1.87 / -1.98 eV
<S²>: 2.01
charge: -2
2S+1: 3

2.
Here is 3 unconnected molecules or ions with the total composition C4H14NO2S in a non-equilibrium geometry from the OMol25 dataset. Energies are from ωB97M-V with the def2-TZVPD basis set.

Each line ends with the Löwdin charge.
Positions of all 22 atoms, in Å:
C: -1.620 1.567 -0.436  -0.126
N: -0.456 1.040 0.309  -0.107
C: -0.307 -0.434 0.208  -0.532
C: -0.110 -0.973 -1.249  -0.656
S: 1.095 -2.409 -1.163  0.204
C: -1.416 -1.190 0.939  -0.081
H: -1.274 2.148 -1.295  0.070
H: -2.208 0.764 -0.877  0.064
H: -2.206 2.180 0.248  0.063
H: 0.399 1.348 -0.126  0.074
H: 0.669 -0.661 0.643  0.069
H: -1.063 -1.312 -1.660  0.032
H: 0.271 -0.217 -1.941  0.034
H: -1.394 -0.967 2.004  0.066
H: -1.191 -2.251 0.822  0.060
H: -2.367 -0.947 0.470  0.059
H: 2.732 -0.828 -1.648  -0.113
H: 2.666 0.679 -1.506  0.006
O: 3.283 -0.067 -1.437  -0.133
H: 1.225 1.235 1.973  -0.024
H: 1.618 0.161 2.907  0.045
O: 1.654 1.134 2.815  -0.075

lowest unoccupied orbital energy: 3.48 eV
maximum force: 1.427 eV Å⁻¹
orbital gap: 6.47 eV
HOMO: -2.99 eV
charge: -1

3.
Here is 2 unconnected molecules or ions with the total composition C5H11NO in a non-equilibrium geometry from the OMol25 dataset. Energies are from ωB97M-V with the def2-TZVPD basis set.

Each line ends with the Löwdin charge.
Positions of all 18 atoms, in Å:
N: -1.598 -1.585 0.258  0.077
C: -1.175 -0.244 0.263  -0.433
C: -1.921 0.718 0.802  0.022
C: 1.736 -0.592 -2.274  -0.097
C: 0.382 -0.713 -1.633  -0.153
C: -0.028 0.058 -0.638  -0.086
H: -0.880 -2.284 0.121  0.081
H: -2.141 -1.802 1.080  0.084
H: -2.752 0.521 1.456  0.052
H: -1.601 1.722 0.566  0.052
H: 2.349 0.185 -1.832  0.072
H: 2.273 -1.535 -2.318  0.073
H: 1.559 -0.282 -3.298  0.068
H: -0.263 -1.491 -2.034  0.108
H: 0.558 0.861 -0.196  0.097
H: 1.330 1.540 1.873  0.011
H: 1.511 2.765 2.761  0.033
O: 1.859 1.882 2.609  -0.059

lowest unoccupied orbital energy: 0.88 eV
maximum force: 2.030 eV Å⁻¹
structure (SMILES): C=C(N)/C=C/C.O
orbital gap: 9.13 eV
HOMO: -8.26 eV
charge: 0

4.
Here is 8 unconnected molecules or ions with the total composition C33H66FO15 in a non-equilibrium geometry from the OMol25 dataset. Energies are from ωB97M-V with the def2-TZVPD basis set.

Each line ends with the Löwdin charge.
Positions of all 115 atoms, in Å:
C: -0.699 3.006 -1.386  -0.078
C: -1.420 2.025 -2.360  -0.341
O: -2.784 2.234 -2.515  -0.303
C: -3.498 2.033 -1.248  -0.234
C: -5.006 1.920 -1.604  -0.226
C: -5.678 3.313 -1.769  -0.209
F: -6.028 3.538 -3.114  -0.117
H: 0.244 3.336 -1.845  0.043
H: -0.404 2.443 -0.497  0.043
H: -1.311 3.842 -1.052  0.063
H: -1.263 0.998 -1.986  0.088
H: -0.944 2.133 -3.348  0.094
H: -3.347 2.982 -0.677  0.027
H: -5.187 1.339 -2.514  0.082
H: -5.468 1.364 -0.784  0.070
H: -6.622 3.369 -1.198  0.090
H: -5.035 4.124 -1.430  0.092
O: -0.783 2.200 2.037  0.117
C: 0.305 2.229 2.530  -0.538
O: 1.222 1.324 2.151  0.004
C: 2.593 1.383 2.540  -0.235
C: 2.814 0.767 3.908  -0.076
C: 0.641 3.212 3.621  0.007
H: 2.969 2.406 2.474  0.114
H: 3.133 0.808 1.789  0.121
H: 2.269 1.302 4.685  0.058
H: 3.875 0.776 4.164  0.076
H: 2.458 -0.262 3.924  0.087
H: 0.263 2.831 4.569  0.093
H: 0.149 4.155 3.394  0.089
H: 1.705 3.424 3.718  0.064
O: -5.514 -1.425 -1.230  0.087
C: -4.487 -1.849 -0.783  -0.546
O: -4.400 -2.103 0.531  -0.005
C: -3.272 -2.735 1.139  -0.241
C: -2.174 -1.735 1.441  -0.059
C: -3.271 -2.003 -1.651  0.006
H: -2.923 -3.572 0.530  0.109
H: -3.642 -3.161 2.071  0.102
H: -1.794 -1.265 0.534  0.068
H: -1.342 -2.225 1.952  0.077
H: -2.555 -0.935 2.074  0.085
H: -2.797 -1.024 -1.755  0.078
H: -3.589 -2.354 -2.631  0.085
H: -2.543 -2.722 -1.276  0.063
O: 2.759 -0.124 6.974  0.112
C: 3.863 -0.073 7.433  -0.537
O: 4.779 -0.968 7.031  0.002
C: 6.160 -0.900 7.392  -0.238
C: 6.411 -1.527 8.748  -0.067
C: 4.215 0.920 8.509  0.011
H: 6.526 0.126 7.330  0.114
H: 6.689 -1.466 6.627  0.122
H: 5.877 -1.002 9.540  0.066
H: 7.476 -1.514 8.985  0.080
H: 6.062 -2.560 8.757  0.084
H: 3.870 0.537 9.469  0.096
H: 3.701 1.854 8.294  0.093
H: 5.276 1.149 8.574  0.067
O: 4.616 3.072 -0.877  0.087
C: 4.466 3.145 -2.068  -0.542
O: 3.240 3.052 -2.583  0.007
C: 2.938 3.286 -3.965  -0.224
C: 3.204 2.048 -4.794  -0.056
C: 5.646 3.255 -2.996  0.013
H: 3.471 4.164 -4.338  0.112
H: 1.876 3.525 -4.003  0.118
H: 4.253 1.757 -4.763  0.038
H: 2.925 2.216 -5.835  0.086
H: 2.628 1.206 -4.408  0.090
H: 6.070 2.263 -3.148  0.080
H: 6.392 3.896 -2.528  0.088
H: 5.412 3.692 -3.964  0.072
O: -2.104 0.896 -6.691  0.083
C: -3.246 1.004 -6.326  -0.523
O: -4.191 0.267 -6.944  -0.013
C: -5.538 0.195 -6.478  -0.241
C: -6.363 1.362 -6.979  -0.070
C: -3.656 1.984 -5.265  0.018
H: -5.567 0.100 -5.392  0.117
H: -5.938 -0.735 -6.884  0.116
H: -5.977 2.312 -6.612  0.068
H: -7.401 1.264 -6.656  0.078
H: -6.336 1.403 -8.070  0.076
H: -3.750 2.973 -5.715  0.104
H: -2.892 2.016 -4.479  0.066
H: -4.586 1.729 -4.764  0.056
O: -3.309 -5.408 4.402  0.108
C: -4.505 -5.482 4.369  -0.543
O: -5.213 -4.436 3.927  -0.002
C: -6.623 -4.467 3.689  -0.227
C: -7.407 -4.225 4.962  -0.067
C: -5.224 -6.696 4.894  0.006
H: -6.910 -5.394 3.189  0.115
H: -6.816 -3.660 2.984  0.129
H: -7.219 -5.000 5.706  0.064
H: -8.477 -4.199 4.753  0.080
H: -7.113 -3.275 5.409  0.085
H: -5.292 -6.625 5.979  0.094
H: -4.644 -7.578 4.630  0.089
H: -6.221 -6.836 4.480  0.067
O: 6.397 0.888 -5.465  0.099
C: 6.672 -0.186 -5.007  -0.536
O: 5.777 -0.800 -4.225  0.006
C: 5.921 -2.140 -3.748  -0.228
C: 6.773 -2.195 -2.497  -0.064
C: 8.025 -0.807 -5.226  0.012
H: 6.293 -2.794 -4.539  0.114
H: 4.912 -2.476 -3.516  0.127
H: 7.787 -1.841 -2.683  0.066
H: 6.829 -3.216 -2.117  0.081
H: 6.347 -1.555 -1.723  0.087
H: 8.734 -0.366 -4.526  0.097
H: 8.344 -0.584 -6.242  0.091
H: 8.041 -1.889 -5.119  0.068

lowest unoccupied orbital energy: 1.76 eV
maximum force: 1.773 eV Å⁻¹
orbital gap: 2.77 eV
HOMO: -1.01 eV
charge: -1

5.
Here is C6H13NO in the gas phase in a non-equilibrium geometry from the OMol25 dataset. Energies are from ωB97M-V with the def2-TZVPD basis set.

Each line ends with the Löwdin charge.
Positions of all 21 atoms, in Å:
C: -1.695 -1.389 2.461  -0.017
C: -0.697 -0.462 2.046  -0.481
N: -0.907 -0.173 0.620  0.021
C: 2.111 1.509 -1.138  -0.125
C: 0.562 1.416 -0.791  -0.200
C: 0.142 -0.020 -0.373  -0.420
C: -0.231 -0.782 -1.619  -0.079
O: 0.378 -0.018 2.423  0.062
H: -2.666 -0.993 1.993  0.122
H: -1.439 -2.357 2.122  0.087
H: -1.906 -1.451 3.502  0.076
H: -1.842 -0.239 0.154  0.137
H: 2.911 1.018 -0.479  0.088
H: 2.638 2.403 -1.030  0.014
H: 2.113 1.147 -2.289  0.107
H: 0.362 2.148 0.039  0.108
H: 0.054 1.791 -1.786  0.129
H: 0.996 -0.490 0.168  0.143
H: 0.667 -0.870 -2.346  0.113
H: -0.951 -0.382 -2.222  0.032
H: -0.601 -1.807 -1.455  0.082

lowest unoccupied orbital energy: 0.88 eV
maximum force: 7.107 eV Å⁻¹
structure (SMILES): CC[C@H](C)NC(C)=O
orbital gap: 9.96 eV
HOMO: -9.08 eV
charge: 0

6.
Here is a molecular structure, C4H2O2Sr in a non-equilibrium geometry from the OMol25 dataset. Energies are from ωB97M-V with the def2-TZVPD basis set.

Each line ends with the Löwdin charge.
Positions of all 9 atoms, in Å:
O: -1.641 -1.715 -0.980  0.172
C: -1.466 -0.653 -0.523  -0.188
C: -0.368 1.098 -0.309  -0.438
C: -1.700 0.727 0.013  -0.261
H: -2.273 0.762 0.946  0.099
H: -0.943 2.179 -0.438  0.057
O: 3.055 -1.191 0.391  -0.121
C: 3.555 -2.157 0.069  0.135
Sr: 1.780 0.949 0.831  1.545

lowest unoccupied orbital energy (spin up / spin down): -5.03 / -5.17 eV
maximum force: 8.232 eV Å⁻¹
orbital gap (spin up / spin down): 4.68 / 5.99 eV
HOMO (spin up / spin down): -9.71 / -11.16 eV
<S²>: 0.76
charge: +1
2S+1: 2

Calculated energy relative to the best compared isomer or geometry (same formula, charge and spin) (eV), listed in the same order as above: 0.953, 0.607, 1.929, 0.826, 2.374, 3.657